(1)
DFT (ωB97M-V/def2-TZVPD) results for a molecular structure, C28H33MnN5O6SSeSi in a non-equilibrium geometry.

Each line ends with the Mulliken charge.
Cartesian coordinates (Å):
Mn1 0.6572 0.4835 0.6024  0.50
C1 -2.6788 1.2909 0.7846  -1.43
C2 -1.7853 1.8823 1.8278  0.97
C3 -2.3212 2.9064 2.6520  -1.14
C4 -1.5954 3.4064 3.6825  -0.90
C5 -0.3182 2.8692 3.9660  0.62
C6 0.4573 3.2831 5.0707  -0.94
C7 1.6587 2.6798 5.3156  -0.71
C8 2.1252 1.6498 4.4799  -0.71
C9 1.4065 1.2407 3.3818  1.25
S1 1.9690 -0.0664 2.3675  -0.66
C10 0.1654 1.8677 3.1079  -0.64
N1 -0.5578 1.4366 2.0164  0.71
H1 -3.3953 0.6296 1.2780  0.30
H2 -2.1366 0.7062 0.0514  -0.19
H3 -3.2494 2.0773 0.2882  0.58
H4 -3.3152 3.2719 2.4341  0.56
H5 -1.9877 4.1993 4.3076  0.41
H6 0.0788 4.0658 5.7149  0.40
H7 2.2574 2.9844 6.1634  0.40
H8 3.0702 1.1689 4.6951  0.47
N2 -0.3781 1.9488 -1.3688  -0.09
C11 -0.1526 0.9799 -2.4254  0.22
C12 -0.9372 1.2398 -3.7159  -1.04
C13 -0.3225 2.3514 -4.5795  -0.53
C14 0.8000 1.9306 -5.5307  -1.08
N3 1.9709 1.3342 -4.8879  -0.06
C15 2.0796 0.0591 -4.5309  0.54
N4 1.3857 -0.9279 -5.1288  -0.45
N5 2.9475 -0.2567 -3.5741  -0.21
C16 -0.2963 -0.4552 -1.8960  -0.90
O1 -0.2695 -1.4053 -2.6735  -0.81
O2 -0.4230 -0.5854 -0.6219  0.80
H9 -1.2817 2.3984 -1.4292  0.30
H10 0.3498 2.6507 -1.3035  0.39
H11 0.9115 1.0511 -2.6481  0.08
H12 -1.9575 1.5229 -3.4409  0.62
H13 -1.0282 0.3105 -4.2817  0.42
H14 0.0508 3.1472 -3.9284  0.31
H15 -1.0891 2.8070 -5.2112  0.46
H16 1.1647 2.8069 -6.0665  0.42
H17 0.4226 1.2537 -6.2987  0.31
H18 2.5443 1.9627 -4.3345  0.28
H19 0.7313 -0.6607 -5.8443  0.30
H20 1.0028 -1.5979 -4.4652  0.22
H21 3.1642 0.4614 -2.8808  0.09
H22 2.9732 -1.2132 -3.2572  0.29
O3 4.3363 1.6223 0.1222  -0.79
Se1 2.8617 1.6573 -0.5022  1.21
O4 1.6766 2.3183 0.4873  -0.63
O5 2.1305 0.1195 -0.6092  -0.72
O6 2.7888 2.2778 -2.0133  -0.72
C17 -4.6107 -2.7508 1.0885  -0.51
C18 -3.6920 -2.8778 0.0530  -0.81
C19 -2.3820 -2.4579 0.2190  -0.21
C20 -1.9593 -1.8973 1.4305  0.57
C21 -2.8923 -1.7994 2.4659  -0.44
C22 -4.2084 -2.2175 2.3005  -0.63
Si1 -0.2014 -1.4134 1.8984  2.08
C23 0.9062 -2.8902 1.6415  0.23
C24 1.3297 -3.6377 2.7412  -0.68
C25 2.1354 -4.7541 2.5714  -0.68
C26 2.5360 -5.1345 1.2985  -0.48
C27 2.1280 -4.3975 0.1963  -0.87
C28 1.3173 -3.2841 0.3670  0.09
H23 -5.6340 -3.0774 0.9517  0.40
H24 -3.9986 -3.3112 -0.8908  0.42
H25 -1.6860 -2.5692 -0.5988  0.35
H26 -2.5886 -1.3845 3.4201  0.32
H27 -4.9124 -2.1276 3.1183  0.40
H28 -0.3658 -1.0959 3.3345  -0.65
H29 1.0367 -3.3402 3.7410  0.35
H30 2.4590 -5.3227 3.4338  0.40
H31 3.1680 -6.0034 1.1666  0.37
H32 2.4442 -4.6890 -0.7974  0.43
H33 1.0090 -2.7093 -0.4997  0.43

Cartesian forces (eV/Å) of the 3 atoms listed first:
Mn -0.637 1.313 -0.709
C -0.001 0.027 -0.074
C 0.055 0.144 0.115

## Properties
- F_max: 1.6 eV Å⁻¹
- Relative energy (zero: lowest compared OMol25 entry of this formula, charge and spin): 34.9 kcal/mol
- HOMO-LUMO gap (alpha / beta): 7.35 / 7.30 eV
- 2S+1: 2
- E_LUMO (alpha / beta): -0.020 / 0.002 eV

(2)
DFT (ωB97M-V/def2-TZVPD) results for a molecular structure, C28H33N10NaOS3Se in a non-equilibrium geometry.

Each line ends with the Mulliken charge.
Cartesian coordinates (Å):
Na1 0.0397 -0.6030 -0.0657  0.86
N1 1.3547 -1.2302 3.3938  -0.17
C1 0.0471 -0.9048 3.3013  -0.17
N2 -0.6405 -1.0266 2.2248  0.49
C2 -1.9641 -0.7458 2.4090  -0.57
C3 -2.3018 -0.3959 3.6805  -0.09
S1 -0.9023 -0.4030 4.7035  -0.33
C4 -2.8382 -0.8508 1.2605  -1.11
C5 -4.1850 -1.0516 1.2523  -0.27
S2 -4.7702 -1.1670 -0.3760  -0.29
C6 -3.0987 -0.9128 -0.9320  0.03
N3 -2.2542 -0.7724 0.0313  0.64
N4 -2.7995 -0.7960 -2.2168  -0.10
H1 1.7971 -1.2186 2.4759  0.25
H2 1.8850 -0.8038 4.1366  0.28
H3 -3.2561 -0.1121 4.0736  0.51
H4 -4.8641 -1.1473 2.0761  0.49
H5 -3.4632 -1.0486 -2.9254  0.23
H6 -1.8114 -0.6990 -2.4507  -0.31
C7 4.0723 -1.7982 -0.0095  -1.53
C8 3.1165 -0.6368 0.0581  0.43
O1 2.1119 -0.6836 0.7615  -0.38
N5 3.4931 0.4760 -0.5803  0.05
C9 2.6147 1.6313 -0.6766  -0.10
C10 2.0863 2.0459 0.6654  0.58
C11 2.8963 2.6894 1.5978  -1.16
C12 2.3476 3.0338 2.8219  -0.71
C13 1.0091 2.7650 3.0591  -1.17
C14 0.2861 2.1425 2.0541  -0.58
N6 0.8108 1.7866 0.8987  1.35
H7 3.4955 -2.7110 -0.1333  0.28
H8 4.6153 -1.8449 0.9342  0.29
H9 4.7861 -1.7095 -0.8197  0.44
H10 4.1578 0.3757 -1.3327  0.33
H11 1.7598 1.3928 -1.3163  -0.88
H12 3.1886 2.4456 -1.1212  0.51
H13 3.9272 2.9219 1.3664  0.55
H14 2.9494 3.5203 3.5768  0.45
H15 0.5441 3.0326 3.9946  0.52
H16 -0.7690 1.9389 2.1564  0.61
Se1 0.6178 -0.5099 -2.7597  -0.37
C15 0.2810 -0.5283 -4.6398  0.45
C16 -0.9402 -0.1218 -5.1616  -0.25
C17 -1.1435 -0.1328 -6.5289  -0.65
C18 -0.1343 -0.5330 -7.3885  -0.51
C19 1.0826 -0.9398 -6.8659  -0.53
C20 1.2892 -0.9422 -5.5010  -0.46
H17 -1.7251 0.2194 -4.5004  0.38
H18 -2.1001 0.1761 -6.9296  0.36
H19 -0.2941 -0.5242 -8.4578  0.35
H20 1.8753 -1.2596 -7.5289  0.35
H21 2.2329 -1.2647 -5.0844  0.34
N7 -2.7495 2.6527 0.2741  -0.24
C21 -1.6852 3.2896 -0.3053  0.43
C22 -1.1706 4.4769 0.2305  -0.60
C23 -0.0142 4.9867 -0.3168  -0.47
C24 0.5779 4.3276 -1.3868  -0.61
C25 -0.0420 3.1897 -1.8778  -0.39
N8 -1.1424 2.6809 -1.3547  -0.20
H22 -3.4242 3.2116 0.7682  0.23
H23 -3.1114 1.8943 -0.2795  0.15
H24 -1.6654 4.9677 1.0555  0.36
H25 0.4181 5.8930 0.0845  0.42
H26 1.4918 4.6915 -1.8299  0.46
H27 0.3466 2.6655 -2.7421  0.51
S3 -0.2162 -3.7142 0.0191  -0.29
C26 -0.4835 -3.9573 1.6156  -0.22
N9 0.4739 -4.1257 2.5562  -0.04
C27 -0.0719 -4.2738 3.8868  -0.40
C28 -1.5945 -4.2409 3.6407  -0.36
N10 -1.6866 -4.1675 2.1997  -0.05
H28 1.4192 -3.8291 2.3950  0.24
H29 0.2614 -3.4690 4.5506  0.18
H30 0.2470 -5.2301 4.3147  0.37
H31 -2.0641 -3.3719 4.1180  0.16
H32 -2.0862 -5.1480 4.0039  0.37
H33 -2.5467 -3.9639 1.7221  0.27

Cartesian forces (eV/Å) of the 3 atoms listed first:
Na -0.054 -0.012 -0.049
N 0.554 -0.039 0.110
C -0.557 0.193 1.096

## Properties
- F_max: 1.3 eV Å⁻¹
- Relative energy (zero: lowest compared OMol25 entry of this formula, charge and spin): 18.6 kcal/mol
- HOMO-LUMO gap: 6.04 eV
- E_LUMO: -0.007 eV

Which of these has the highest F_max? C28H33MnN5O6SSeSi

The lowest relative energy (zero: lowest compared OMol25 entry of this formula, charge and spin) belongs to which entry? C28H33N10NaOS3Se